(1)
Entry from OMol25: a 2-piece molecular cluster, C4H6N5O4 overall in a non-equilibrium geometry (ωB97M-V/def2-TZVPD).

Each line ends with the Löwdin charge.
CARTESIAN COORDINATES (ANGSTROEM)
C: -2.42873 -0.09367 -0.14288  -0.281
C: -1.07099 0.04042 -0.17254  -0.238
C: -3.17468 -1.27334 0.35197  0.024
C: 2.15271 0.65517 -0.79394  0.081
N: -2.99362 1.03274 -0.52346  0.173
N: -0.77197 1.22015 -0.67133  0.175
N: -0.11865 -0.94413 0.13972  0.288
N: 3.05659 0.52377 0.15241  -0.390
N: 1.05458 -1.10881 0.11521  -0.031
O: 3.01449 1.48816 1.04823  0.143
O: 3.82749 -0.38503 0.23327  0.141
O: 2.04608 -1.72685 0.27052  0.206
O: -1.99594 1.83386 -0.82405  0.003
H: -2.94287 -1.29555 1.43664  0.121
H: -4.17244 -1.05845 0.17362  0.075
H: -2.85944 -2.08999 -0.20026  0.072
H: 1.54362 1.59596 -0.79392  0.117
H: 2.45433 0.14721 -1.74050  0.149
H: 3.37942 1.43838 1.94130  0.172

Properties
net charge	+1
orbital gap (spin up / spin down)	0.3007 / 0.3006	Eh
LUMO level (spin up / spin down)	-6.31 / -6.31	eV

(2)
Entry from OMol25: C4H6N5O6 as an isolated structure in a non-equilibrium geometry (ωB97M-V/def2-TZVPD).

Each line ends with the Löwdin charge.
CARTESIAN COORDINATES (ANGSTROEM)
C: -0.50419 0.41885 1.94044  -0.322
C: 1.41949 0.23935 0.83535  -0.276
C: -0.75029 0.24964 0.39389  -0.454
C: 0.96185 -0.03864 -1.58066  0.080
N: -1.85973 1.02138 -1.78943  0.154
N: 0.89059 0.41576 2.08070  0.235
N: 0.50470 0.19064 -0.16541  0.036
N: 2.71317 0.22562 0.59851  0.275
N: -2.30077 -1.79360 -0.36052  -0.414
O: -2.59890 -1.14652 -1.34374  0.078
O: -1.30263 0.75893 2.72178  0.239
O: -2.74343 1.60358 -2.10008  0.282
O: -2.66284 -2.82254 0.00490  0.222
O: -1.54586 1.11603 -0.07961  0.043
O: -1.20149 -1.30795 0.33902  0.057
H: 1.49219 -0.95321 -1.66990  0.102
H: 0.15214 0.11350 -2.23028  0.066
H: 1.69288 0.79516 -1.64855  0.113
H: 1.27454 0.35453 3.07646  0.235
H: 3.33980 0.28619 1.33476  0.122
H: 3.02879 0.27332 -0.35763  0.127

Properties
net charge	+1
orbital gap	0.3508	Eh
LUMO level	-4.68	eV

(3)
Entry from OMol25: an isolated ion of composition C4H6NO and charge +1 in a non-equilibrium geometry (ωB97M-V/def2-TZVPD).

Each line ends with the Löwdin charge.
CARTESIAN COORDINATES (ANGSTROEM)
C: -0.27578 1.34717 -0.54521  0.029
C: -1.28408 -0.74174 0.29427  -0.219
C: -0.02924 1.28167 0.83250  0.272
C: 1.19406 -0.72667 0.15738  0.053
N: -0.07972 -0.00075 0.22784  -0.216
O: -2.24074 -0.56023 -0.33770  0.241
H: -1.15161 1.55968 -1.00862  0.112
H: 0.46611 1.93189 -1.13908  0.184
H: -1.15670 -1.38254 1.16632  0.179
H: 1.27404 -1.61646 -0.58677  0.170
H: 1.95575 -0.01911 -0.16710  0.118
H: 1.32792 -1.07292 1.10619  0.077

Properties
net charge	+1
orbital gap	0.3281	Eh
LUMO level	-6.93	eV

(4)
Entry from OMol25: an isolated ion of composition C4H6NO and charge +1 in a non-equilibrium geometry (ωB97M-V/def2-TZVPD).

Each line ends with the Löwdin charge.
CARTESIAN COORDINATES (ANGSTROEM)
C: 0.12355 -1.37268 0.09705  0.040
C: 1.25106 -0.65269 -0.10068  -0.098
C: -1.06101 -0.38388 -0.02608  -0.018
C: 0.94636 0.74632 -0.42375  -0.198
N: -0.30843 0.90428 0.38664  0.175
O: 2.02180 0.39626 0.29304  0.202
H: 0.03172 -2.49743 0.07126  0.148
H: -1.33337 -0.20748 -1.02464  0.124
H: -1.79396 -0.73382 0.61314  0.117
H: 1.00063 1.22991 -1.29623  0.149
H: -0.78125 1.73524 0.06479  0.187
H: -0.09709 0.83596 1.34546  0.175

Properties
net charge	+1
orbital gap	0.3440	Eh
LUMO level	-4.70	eV

(5)
Entry from OMol25: C4H6NO as an isolated structure in a non-equilibrium geometry (ωB97M-V/def2-TZVPD).

Each line ends with the Löwdin charge.
CARTESIAN COORDINATES (ANGSTROEM)
C: 1.15052 -0.82147 1.15339  -0.080
C: 0.59455 0.54549 1.32506  0.219
C: 0.40913 -1.32603 0.05437  0.156
C: -0.34591 0.07446 0.11468  -0.534
N: -0.21975 1.05420 -1.08083  0.276
O: -1.70038 0.00814 0.41740  0.096
H: 1.91322 -1.48026 1.63204  0.118
H: 0.63127 -2.05745 -0.84339  0.164
H: -0.82407 0.60389 -1.69637  0.134
H: 0.62007 0.94017 -1.63596  0.169
H: -0.37477 2.01932 -0.62206  0.226
H: -1.85387 0.43955 1.18169  0.055

Properties
net charge	+1
orbital gap	0.2969	Eh
LUMO level	-6.19	eV

(6)
Entry from OMol25: an isolated ion of composition C4H6NO2 and charge -1 in a non-equilibrium geometry (ωB97M-V/def2-TZVPD).

Each line ends with the Löwdin charge.
CARTESIAN COORDINATES (ANGSTROEM)
C: -0.30632 -0.67443 -0.11997  -0.298
C: -0.01409 -2.03003 0.10303  -0.011
C: -0.41103 1.48243 -0.15132  -0.066
C: 0.70850 0.38000 -0.38803  -0.340
N: -1.25650 0.28694 0.09110  -0.281
O: -2.57188 0.35764 0.09778  -0.287
O: 1.83152 0.51588 0.48472  -0.096
H: -0.83788 -2.70313 0.13696  -0.012
H: 0.90908 -2.37911 0.04426  -0.059
H: -0.21092 2.05096 0.78464  0.110
H: -0.43226 1.98278 -1.11894  0.091
H: 1.06729 0.48309 -1.38651  0.119
H: 1.52449 0.24698 1.42226  0.129

Properties
net charge	-1
orbital gap	0.2062	Eh
LUMO level	3.98	eV

(7)
Entry from OMol25: C4H6NO2 as an isolated structure in a non-equilibrium geometry (ωB97M-V/def2-TZVPD).

Each line ends with the Löwdin charge.
CARTESIAN COORDINATES (ANGSTROEM)
C: -1.59236 1.06532 -0.51884  -0.485
C: 0.39864 0.19688 -0.14269  0.093
C: -0.19180 1.52931 -0.21230  0.006
C: 1.30080 -0.62152 0.38505  -0.017
N: 1.33751 -1.98914 0.72761  0.269
O: -2.57849 1.54667 -0.94018  0.221
O: -1.36990 -0.25025 -0.42492  0.122
H: -0.01433 2.16239 -1.00871  0.127
H: -0.25469 2.14205 0.70405  0.174
H: 2.23036 -0.20401 0.33573  0.111
H: 2.25660 -2.18285 0.95939  0.105
H: 0.49939 -2.52034 0.77726  0.132
H: -2.02173 -0.87452 -0.64146  0.143

Properties
spin multiplicity	3
net charge	+1
orbital gap (spin up / spin down)	0.3083 / 0.2841	Eh
LUMO level (spin up / spin down)	-3.85 / -7.53	eV

(8)
Entry from OMol25: an isolated ion of composition C4H6NO3S and charge -1 in a non-equilibrium geometry (ωB97M-V/def2-TZVPD).

Each line ends with the Löwdin charge.
CARTESIAN COORDINATES (ANGSTROEM)
C: -0.40874 -0.24703 -0.20200  -0.229
C: 0.53289 1.26716 -0.04395  -0.377
C: -1.84908 -0.25642 -0.04086  -0.559
C: 1.96287 1.04138 0.07499  -0.076
N: 0.32638 -1.43030 -0.44781  -0.487
O: -2.51813 -1.31516 0.06870  -0.087
O: -2.44070 0.96460 0.19574  0.042
O: -0.14219 2.30458 -0.01989  -0.039
S: 0.22221 -2.67634 0.74134  0.609
H: 2.28461 1.30804 -0.98459  0.103
H: 2.18228 -0.01210 0.48422  0.098
H: 2.41060 1.92688 0.61992  0.087
H: 0.30820 -1.90622 -1.35025  0.043
H: -1.73526 1.57353 -0.00341  0.016
H: -1.13594 -2.54260 0.90785  -0.143

Properties
net charge	-1
orbital gap	0.2425	Eh
LUMO level	3.50	eV

(9)
Entry from OMol25: one molecule with the formula C4H6NOP in a non-equilibrium geometry (ωB97M-V/def2-TZVPD).

Each line ends with the Löwdin charge.
CARTESIAN COORDINATES (ANGSTROEM)
C: -0.37927 -0.86233 0.57606  -0.078
C: 0.93207 -1.17869 0.56918  -0.197
C: -0.92020 0.04387 -0.53463  -0.278
C: -0.85760 1.57240 -0.20687  -0.613
N: 1.90595 -0.53852 -0.22146  -0.129
O: 3.06791 -0.92068 -0.20020  -0.004
P: 0.76637 2.08719 0.41993  0.768
H: -1.06317 -1.58760 1.15868  0.138
H: 1.45319 -1.95901 1.17741  0.120
H: -0.34049 -0.14313 -1.34074  0.055
H: -1.89795 -0.17554 -0.73260  0.073
H: -1.08502 1.91988 -1.26758  0.075
H: -1.58179 1.74215 0.60280  0.071

Properties
net charge	0
orbital gap (spin up / spin down)	0.2082 / 0.2052	Eh
LUMO level (spin up / spin down)	-1.63 / -1.66	eV

Energy relative to the best compared isomer or geometry (same formula, charge and spin) across the listed records, respectively: 99.88 13.80 133.85 103.22 125.27 113.38 12.90 56.40 137.46 kcal/mol.
Energy across the listed records, respectively: -730.09908 -880.75548 -285.50890 -285.55771 -285.52257 -361.12702 -360.78667 -834.67964 -627.11119 hartree.